Record 1
# CH2F2N2O

2 unconnected molecules or ions with the total composition CH2F2N2O (ωB97M-V/def2-TZVPD, OMol25).

XYZ file:
```
8
Properties=species:S:1:pos:R:3:forces:R:3
C 0.530636 1.184402 -0.927608 0.654 -0.852 1.012
N 0.714441 -0.848352 0.697570 1.348 -0.966 1.256
N -0.329982 -1.140195 0.951630 -1.551 0.220 -0.016
O 0.488030 0.030232 -1.271869 -0.017 0.803 -0.941
F -1.460460 -0.204632 0.997757 -0.025 -0.722 0.277
F -1.052068 -2.387710 1.046134 0.341 0.754 -0.085
H 1.000808 1.445162 0.109816 -0.777 -0.004 -1.592
H 0.108595 1.921093 -1.603430 0.027 0.767 0.089
```
Forces are in eV/Å.

**HOMO-LUMO gap**: 10.25 eV
**Lowest unoccupied orbital energy**: -0.21 eV
**Total energy**: -423.5547 hartree
**F_max**: 2.1 eV/A
**Energy relative to the best compared isomer or geometry (same formula, charge and spin)**: 4.516 eV

Here are the Mulliken charges for atoms 1 to 6, given in e:
1 C -0.101
2 N -0.424
3 N 0.783
4 O -0.381
5 F -0.232
6 F -0.195

***

Record 2
# C3H11N3Si

2 unconnected molecules or ions with the total composition C3H11N3Si (ωB97M-V/def2-TZVPD, OMol25).

XYZ file:
```
18
Properties=species:S:1:pos:R:3:forces:R:3
C -2.330915 -0.749614 -0.891028 0.652 -2.013 -5.436
C -2.465438 -0.010286 0.169380 2.250 2.733 1.508
C -1.613916 1.189199 0.283986 -3.690 -1.797 1.415
N 2.677354 1.312661 0.075495 0.425 -0.352 -1.147
N 1.629782 -0.982034 1.703682 -0.883 -2.520 -0.617
N 1.182719 -0.672291 -1.130089 -0.126 0.327 0.650
Si 1.446146 0.110677 0.381565 -0.328 0.462 -0.226
H -2.786238 -1.758615 -1.164615 0.545 1.596 0.777
H -1.719567 -0.253736 -1.757709 -1.158 -1.216 1.409
H -2.987110 -0.389033 0.997583 -0.693 -0.189 1.214
H -1.745916 1.639920 1.288176 0.835 0.436 -1.133
H -1.367237 1.613311 -0.669296 0.690 0.593 0.173
H 2.935168 1.143989 -0.940456 -0.264 0.803 1.642
H 2.363750 2.279816 0.220563 0.392 -0.706 -0.211
H 1.826180 -0.582091 2.581124 0.276 0.412 1.191
H 1.056339 -1.886953 1.830229 1.319 2.225 -0.566
H 0.196820 -0.719028 -1.257677 -0.553 -0.443 -0.584
H 1.702075 -1.285890 -1.720913 0.311 -0.351 -0.059
```
Forces are in eV/Å.

**HOMO-LUMO gap (spin up / spin down)**: 6.69 / 8.62 eV
**Lowest unoccupied orbital energy (spin up / spin down)**: 1.05 / -0.65 eV
**Total energy**: -574.5717 hartree
**F_max**: 5.8 eV/A
**2S+1**: 3
**Energy relative to the best compared isomer or geometry (same formula, charge and spin)**: 0.000 eV
**Expectation value of S²**: 2.024

Here are the Mulliken charges for atoms 1 to 6, given in e:
1 C -0.843
2 C 0.337
3 C -1.090
4 N -0.664
5 N -0.444
6 N -0.350

***

Record 3
# C11H14N2

2 unconnected molecules or ions with the total composition C11H14N2 (ωB97M-V/def2-TZVPD, OMol25).

XYZ file:
```
27
Properties=species:S:1:pos:R:3:forces:R:3
C -3.445946 1.174084 -0.547768 -0.388 0.114 1.749
C -2.074746 1.109993 -1.116104 0.842 0.612 -1.466
C -1.277923 2.069928 -1.742244 0.722 -1.714 0.153
N -0.077185 1.413599 -1.997174 0.169 -0.433 -0.425
C -0.181552 0.095257 -1.616016 -1.782 1.647 -0.239
N -1.391199 -0.080758 -1.144723 0.296 -0.951 1.345
H -3.472403 1.766326 0.411928 0.193 -0.469 -0.860
H -3.806431 0.168702 -0.257204 0.347 0.434 -0.383
H -4.190481 1.636243 -1.177759 -0.086 0.111 -0.456
H -1.279300 3.029671 -2.213624 -0.904 0.578 0.467
H 0.478650 1.702746 -2.782817 0.513 0.154 0.224
H 0.622156 -0.615672 -1.627236 -0.036 -0.093 -0.279
C 3.266109 -0.318476 -0.024776 0.806 1.581 0.629
C 1.945400 -0.686458 0.620536 0.321 -0.323 -0.724
C 1.205335 0.334808 1.218459 0.706 -0.796 -0.360
C 0.193269 0.012046 2.081291 -0.479 0.408 0.921
C -0.118528 -1.296794 2.444452 -0.085 -0.487 -1.458
C 0.487434 -2.296392 1.692210 1.039 0.172 -1.487
C 1.468073 -2.004329 0.712133 -0.563 1.237 1.672
H 3.451372 -0.438635 -1.079353 -0.583 -0.453 -0.639
H 4.094150 -0.864439 0.453839 -0.316 0.154 0.034
H 3.480791 0.793141 0.141752 -0.322 -1.444 -0.023
H 1.437163 1.358762 0.943452 0.003 -0.010 0.373
H -0.304752 0.853270 2.522067 -0.539 0.113 0.307
H -0.982736 -1.582393 3.024454 0.144 0.354 0.519
H 0.272784 -3.349147 1.710658 -0.651 -0.192 0.602
H 1.810022 -2.809389 0.099756 0.632 -0.302 -0.196
```
Forces are in eV/Å.

**HOMO-LUMO gap**: 9.18 eV
**Structure (SMILES)**: Cc1c[nH]cn1.Cc1ccccc1
**Lowest unoccupied orbital energy**: 0.85 eV
**Total energy**: -537.0318 hartree
**F_max**: 2.4 eV/A
**Energy relative to the best compared isomer or geometry (same formula, charge and spin)**: 1.041 eV

Here are the Mulliken charges for atoms 1 to 6, given in e:
1 C -1.197
2 C 0.688
3 C -0.571
4 N -0.075
5 C -0.441
6 N -0.494

***

Record 4
# C3H8OS2

A single C3H8OS2 molecule (ωB97M-V/def2-TZVPD, OMol25).

XYZ file:
```
14
Properties=species:S:1:pos:R:3:forces:R:3
C 1.183291 -0.370287 -0.989242 2.732 -1.296 0.517
C 0.223097 0.505635 -0.216132 -1.058 -1.300 0.975
S -0.406189 1.766525 -1.429922 0.314 -0.641 1.155
S 1.118219 1.165749 1.256156 -0.396 0.303 -0.088
C -1.125906 -0.357294 0.420310 0.332 3.796 -1.760
O -0.825280 -1.200342 1.432309 1.187 -4.559 -0.913
H 2.152216 0.085992 -1.392015 -1.416 0.177 0.875
H 1.624098 -1.289871 -0.437385 -1.153 1.475 -0.397
H 0.730271 -0.731071 -1.865959 -0.911 -0.685 -1.243
H -1.089333 2.349670 -0.446161 -0.268 0.429 -0.115
H 0.418391 0.493728 2.205729 0.209 0.160 -0.426
H -1.736047 0.454950 0.917453 0.497 -0.622 -0.867
H -1.704669 -0.757076 -0.449232 0.556 0.019 0.647
H -0.562154 -2.116310 0.994094 -0.628 2.746 1.641
```
Forces are in eV/Å.

**HOMO-LUMO gap**: 9.39 eV
**Structure (SMILES)**: CC(S)(S)CO
**Lowest unoccupied orbital energy**: 0.55 eV
**Total energy**: -990.6675 hartree
**F_max**: 4.8 eV/A
**Energy relative to the best compared isomer or geometry (same formula, charge and spin)**: 1.172 eV

Here are the Mulliken charges for atoms 1 to 6, given in e:
1 C -1.461
2 C 0.567
3 S -0.166
4 S -0.211
5 C -0.720
6 O -0.494